(1)
ORCA calculation (ωB97M-V/def2-TZVPD) on a molecular structure, C7H10N3O4SSn.

Last column: Mulliken charge in e.
CARTESIAN COORDINATES (ANGSTROEM)
Sn 0.682 -1.557 0.055  0.858
C -1.460 2.315 -0.919  -1.548
C -1.210 0.922 -0.453  0.784
N -0.293 0.538 0.365  -0.262
O 0.640 1.419 0.865  -0.255
C -2.129 -0.139 -0.934  0.594
C -3.468 0.115 -1.549  -1.339
N -1.745 -1.353 -0.739  0.260
O -2.352 -2.406 -0.852  -0.425
H -0.712 3.041 -0.602  0.424
H -2.426 2.659 -0.552  0.382
H -1.489 2.337 -2.007  0.367
H 0.433 2.321 0.564  0.303
H -3.615 1.165 -1.780  0.343
H -4.253 -0.209 -0.865  0.358
H -3.571 -0.469 -2.462  0.385
S -0.946 -4.849 2.905  -0.293
C -0.222 -3.746 2.078  0.652
N 0.368 -2.897 1.460  -0.605
C 4.621 0.396 0.513  -0.677
O 3.411 -0.284 0.026  -0.297
C 2.533 -0.562 0.948  0.447
O 2.531 -0.391 2.115  -0.352
H 5.009 0.919 -0.355  0.242
H 5.313 -0.368 0.863  0.306
H 4.348 1.080 1.312  0.347

Results
Energy above the lowest of the compared OMol25 structures with the same formula, charge and spin, kJ/mol: 71.14
HOMO level (alpha / beta), eV: -12.2 / -11.9
Net charge: +1
Electronic energy, a.u.: -1350.02632
HOMO-LUMO gap (alpha / beta), eV: 6.2 / 6.1
E_LUMO (alpha / beta), eV: -5.978 / -5.828

(2)
ORCA calculation (ωB97M-V/def2-TZVPD) on a molecular structure, C24H42BeCl3N4O3Si.

Last column: Mulliken charge in e.
CARTESIAN COORDINATES (ANGSTROEM)
C -3.138 -2.391 -3.235  -1.665
C -2.707 -2.756 -1.822  0.859
H -2.390 -2.824 -3.921  0.198
H -3.154 -1.301 -3.395  0.173
H -4.125 -2.790 -3.523  0.393
C -2.861 -4.027 -1.326  -0.334
C -2.911 -5.205 -2.214  -1.672
H -2.756 -4.189 -0.257  0.434
H -2.254 -5.043 -3.096  0.319
H -3.933 -5.434 -2.561  0.346
H -2.521 -6.064 -1.649  0.371
Be -0.937 2.599 -1.650  0.287
Cl -2.100 1.068 0.561  -0.636
Cl -2.335 3.899 -1.761  -0.385
C 0.255 -0.092 2.412  0.779
O 1.336 -0.528 2.005  -0.819
N -0.109 -0.016 3.705  0.324
C 0.726 -0.601 4.732  -1.067
C -1.413 0.491 4.118  -0.843
H -0.532 0.285 1.698  -0.288
H 1.733 -0.707 4.348  0.289
H 0.339 -1.577 5.034  0.275
H 0.713 0.054 5.601  0.355
H -1.912 0.988 3.265  0.222
H -1.274 1.205 4.950  0.324
H -2.062 -0.332 4.477  0.275
H 0.184 -4.186 -2.440  0.419
H -0.262 -4.769 -0.206  0.234
C 0.942 -3.411 -2.238  -1.080
C 0.801 -4.569 -0.045  -0.804
N 1.203 -3.398 -0.808  0.489
H 0.501 -2.447 -2.536  0.133
C 2.222 -2.583 -0.376  0.021
O 2.892 -1.876 -1.111  -0.612
H 0.980 -4.376 1.014  0.265
H 2.366 -2.647 0.721  0.298
H 1.869 -3.576 -2.821  0.248
H 1.378 -5.448 -0.356  0.351
O -1.124 -2.030 -1.695  -0.106
C -2.206 -1.662 -0.893  -0.472
C -1.196 -2.394 1.287  1.099
C -2.333 -1.943 0.629  -0.791
H -0.249 -2.418 0.713  0.682
C -1.320 -2.937 2.578  -0.980
H -2.421 -0.614 -1.160  0.348
C -3.502 -1.694 1.374  -0.239
H -0.438 -3.426 3.006  0.367
C -2.529 -2.835 3.272  -0.764
C -3.591 -2.166 2.665  -0.707
H -4.298 -1.122 0.918  0.436
H -2.613 -3.254 4.287  0.293
H -4.494 -2.018 3.218  0.405
Si 0.548 1.403 -4.215  0.856
Cl -1.277 1.100 -2.780  0.018
C 2.129 0.452 -4.124  -0.935
C 0.616 3.236 -3.779  -1.274
C -0.214 1.137 -5.854  -1.152
H 2.418 -0.047 -3.212  0.286
H 2.925 1.155 -4.361  0.433
H 2.105 -0.295 -4.912  0.370
H 0.092 0.152 -6.260  0.309
H 0.163 1.913 -6.554  0.346
H -1.319 1.202 -5.827  0.295
H 1.265 3.495 -2.954  0.334
H -0.329 3.737 -3.604  0.274
H 1.036 3.764 -4.622  0.491
C 0.104 3.496 0.921  -1.338
C 0.968 2.675 0.079  0.401
N 0.623 2.072 -1.047  0.121
C 1.552 0.996 -1.175  0.665
C 2.620 1.244 -0.326  -1.290
N 2.198 2.280 0.512  0.164
H 0.361 3.324 1.978  0.369
H 0.273 4.535 0.611  0.336
H -0.954 3.203 0.773  0.191
H 1.384 0.065 -1.689  -0.045
H 3.585 0.795 -0.249  0.510
H 2.723 2.681 1.267  0.222

Results
Energy above the lowest of the compared OMol25 structures with the same formula, charge and spin, kJ/mol: 194.18
HOMO level, eV: -1.9
Net charge: -1
Electronic energy, a.u.: -3069.36213
HOMO-LUMO gap, eV: 4.0
E_LUMO, eV: 2.014

(3)
ORCA calculation (ωB97M-V/def2-TZVPD) on C9H13N in the gas phase.

Last column: Mulliken charge in e.
CARTESIAN COORDINATES (ANGSTROEM)
C -2.152 -0.740 -0.975  -1.809
C -1.368 0.118 -0.125  0.957
C -1.910 0.010 1.295  -1.292
C 0.169 -0.130 -0.042  0.422
C 0.563 -1.409 0.054  -0.402
C 1.961 -1.721 0.116  -0.484
C 2.949 -0.628 0.029  -0.831
C 2.462 0.610 -0.054  -0.322
C 1.153 0.930 -0.097  0.365
N 0.659 2.299 -0.087  -0.517
H -1.673 -0.656 -2.112  0.275
H -3.064 -0.271 -0.997  0.435
H -2.377 -1.648 -1.162  0.562
H -1.560 1.246 -0.550  0.079
H -1.742 -0.888 1.811  0.380
H -2.905 0.576 1.396  0.336
H -1.606 0.963 1.898  0.298
H -0.104 -2.537 0.157  0.048
H 2.370 -2.710 0.327  0.351
H 3.917 -0.708 0.131  0.562
H 3.132 1.502 0.106  0.214
H 0.036 2.754 -0.859  0.175
H 1.091 3.036 -0.259  0.200

Results
Energy above the lowest of the compared OMol25 structures with the same formula, charge and spin, kJ/mol: 376.45
HOMO level, eV: -8.1
Net charge: 0
Electronic energy, a.u.: -405.28524
HOMO-LUMO gap, eV: 9.0
SMILES: CC(C)c1ccccc1N
E_LUMO, eV: 0.907

> The highest energy above the lowest of the compared OMol25 structures with the same formula, charge and spin belongs to which entry?

C9H13N

> The lowest energy above the lowest of the compared OMol25 structures with the same formula, charge and spin belongs to which entry?

C7H10N3O4SSn

> What is the net charge in the first record?

+1

> Which of these has the highest electronic energy?

C9H13N